# 1
{"formula": "C10H23O9P2S4Ti", "method": "ωB97M-V/def2-TZVPD", "spin_multiplicity": 1, "total_charge": 3, "homo_ev": -18.513, "species": ["Ti", "C", "C", "S", "C", "C", "S", "C", "C", "S", "C", "C", "S", "H", "H", "H", "H", "H", "H", "H", "H", "H", "H", "H", "H", "H", "H", "H", "H", "C", "C", "O", "P", "O", "O", "O", "P", "O", "O", "O", "H", "H", "H", "H", "H", "H", "H", "O", "O"], "coordinates": [[-0.489409, 0.241385, -0.504936], [2.885260, -2.089493, 2.779392], [2.324172, -2.963794, 1.663457], [0.641373, -2.294844, 1.444201], [-0.099494, -3.468799, 0.254959], [-1.613560, -3.308909, 0.163836], [-2.246670, -1.570425, 0.169876], [-2.498349, -1.343590, 1.997095], [-2.470097, 0.121100, 2.393828], [-0.900012, 1.017966, 2.033287], [0.042238, 0.929595, 3.628253], [0.915020, -0.285407, 3.876406], [2.142102, -0.428066, 2.516863], [2.611488, -2.446024, 3.770410], [3.970408, -2.000286, 2.726506], [2.856418, -2.842629, 0.718118], [2.290213, -4.024021, 1.921038], [0.371998, -3.306020, -0.720440], [0.148260, -4.470482, 0.610484], [-1.952734, -3.727712, -0.787843], [-2.128773, -3.831475, 0.971799], [-3.487681, -1.747706, 2.229575], [-1.748055, -1.922603, 2.533480], [-3.237369, 0.674890, 1.845112], [-2.674748, 0.213657, 3.462778], [0.658490, 1.830511, 3.597664], [-0.684034, 1.044691, 4.432960], [1.461433, -0.137652, 4.810873], [0.338974, -1.208113, 3.939195], [-0.028750, 2.938849, -3.793139], [-0.605417, 3.055258, -2.400102], [-1.188034, 4.291887, -2.085585], [0.619889, 2.888159, -1.038334], [0.082671, 3.559961, 0.264320], [1.903146, 3.579664, -1.563340], [0.883117, 1.454024, -0.593644], [-1.795942, 1.702437, -2.020717], [-3.108819, 2.071149, -2.745018], [-1.866917, 1.547613, -0.480447], [-1.173845, 0.323840, -2.310266], [0.756613, 3.678361, -3.950161], [-0.816493, 3.101972, -4.531250], [0.387436, 1.941558, -3.948356], [-1.583378, 4.706752, -2.868427], [-0.221356, 4.476750, 0.225541], [2.748904, 3.592209, -1.104403], [-3.941416, 1.592294, -2.672963], [0.849723, -0.995268, 0.297444], [0.392581, -1.203082, -1.004196]], "forces_ev_per_a": [[-1.461, -0.789, 2.972], [-0.042, 0.568, 0.131], [0.004, 0.178, -0.017], [-0.086, -0.686, -0.541], [0.130, 0.216, -0.146], [-0.129, 0.441, -0.245], [-0.201, -0.329, 1.092], [-0.272, 0.030, -0.217], [0.181, 0.161, -0.341], [-0.598, -0.060, 0.813], [0.269, -0.118, -0.583], [0.411, -0.007, -0.086], [0.096, -0.050, 0.813], [0.017, -0.034, -0.009], [-0.080, -0.056, -0.006], [-0.048, 0.044, -0.011], [-0.272, -0.061, -0.146], [0.030, -0.187, 0.310], [0.116, 0.013, 0.115], [0.023, -0.028, 0.172], [-0.050, 0.133, -0.086], [0.111, -0.039, -0.040], [-0.075, 0.006, -0.062], [0.068, 0.007, 0.167], [0.000, 0.089, -0.107], [-0.094, 0.000, 0.053], [-0.071, 0.049, -0.106], [-0.064, -0.077, -0.016], [-0.011, -0.037, 0.069], [0.256, -0.163, -0.186], [-0.321, -0.118, 0.258], [-0.170, 0.244, 0.069], [1.036, 1.657, 0.482], [0.177, -0.052, -0.312], [-0.720, -0.177, -0.441], [0.892, 0.556, -0.441], [-1.492, 0.277, -0.632], [0.793, 0.261, 0.026], [-1.117, 1.236, -0.336], [0.437, 0.091, -0.816], [-0.048, -0.003, 0.050], [-0.025, -0.034, 0.019], [0.024, 0.041, -0.115], [0.076, -0.020, 0.015], [-0.109, 0.268, -0.076], [0.276, 0.011, 0.271], [-0.274, -0.241, 0.038], [1.135, -0.836, 0.443], [1.271, -2.375, -2.257]]}

=====

# 2
{"formula": "C10H24AgAlIN2O2P", "method": "ωB97M-V/def2-TZVPD", "spin_multiplicity": 1, "homo_ev": -7.021, "species": ["C", "C", "C", "O", "C", "Al", "C", "C", "C", "N", "C", "C", "C", "I", "P", "N", "O", "H", "H", "H", "H", "H", "H", "H", "H", "H", "H", "H", "H", "H", "H", "H", "H", "H", "H", "H", "H", "H", "H", "H", "H", "Ag"], "coordinates": [[3.990103, -0.762102, 1.229833], [4.400482, -0.376888, -0.308083], [3.466517, 0.763793, -1.020479], [2.104433, 0.890092, -0.482203], [1.106393, 0.182855, -1.299127], [-0.686621, 0.291033, -0.307882], [-1.925675, 1.548597, -1.421477], [-3.404511, 1.477416, -0.644686], [-3.775751, 2.469893, 0.648297], [-4.401547, 0.567155, -1.001510], [-1.678675, -1.492275, -0.103057], [-0.776465, -2.830739, -0.395748], [-1.743091, -4.128555, 0.027736], [1.032755, -3.010781, 0.833846], [-0.557041, 1.234786, 1.827397], [0.969697, 0.797055, 2.661222], [-0.620824, 2.982703, 1.525412], [4.219768, -1.927282, 1.353769], [2.858521, -0.632307, 1.495961], [4.619389, -0.160988, 2.032512], [5.501739, 0.081768, -0.252961], [4.513419, -1.376888, -0.928688], [4.043465, 1.794680, -0.921086], [3.430369, 0.513240, -2.186950], [0.985268, 0.822370, -2.298903], [1.424047, -0.893080, -1.642117], [-1.479978, 2.643464, -1.437585], [-1.977409, 1.057057, -2.489155], [-3.150499, 3.447173, 0.562197], [-4.934574, 2.631243, 0.779885], [-3.419168, 1.861622, 1.608887], [-5.204122, 0.769337, -0.333527], [-2.175234, -1.533086, 0.981805], [-2.581085, -1.483517, -0.857952], [-0.569102, -2.980153, -1.561167], [-1.594583, -5.055169, -0.673302], [-2.857371, -3.731060, 0.034752], [-1.488433, -4.422684, 1.148829], [0.931186, 1.270842, 3.609493], [1.811657, 1.182344, 2.175578], [0.196674, 3.192587, 0.977215], [-0.604122, 2.324449, -2.946979]], "forces_ev_per_a": [[0.130, -0.773, 0.354], [0.888, 0.061, 0.596], [1.214, -0.075, -0.899], [0.989, -1.126, -1.795], [0.281, 0.157, -0.519], [0.249, -1.175, 0.105], [-2.485, -0.668, 1.455], [-3.734, -1.395, -0.778], [1.324, -1.085, -0.047], [3.939, 4.062, 1.700], [-0.250, -0.553, 0.032], [-3.247, -1.053, -0.771], [0.129, 0.467, 0.800], [-0.631, 0.321, -0.807], [0.228, 0.718, 1.264], [-0.448, 2.253, -0.057], [2.134, -0.959, -0.938], [-0.391, 2.612, -0.050], [2.187, -0.140, -0.795], [-1.242, -1.235, -1.754], [-2.355, -1.014, -0.280], [-0.593, 2.175, 1.112], [-1.501, -1.958, 0.017], [-0.079, 0.609, 2.425], [0.419, -0.773, 0.686], [-0.240, 2.032, 0.599], [-1.516, -0.754, 1.366], [-0.966, 0.104, 1.539], [-1.338, -1.691, 0.403], [2.400, -0.240, -0.729], [-0.548, 1.490, -2.003], [1.292, -0.403, -0.917], [1.165, -0.174, -2.224], [1.624, -0.306, 1.329], [0.066, 0.662, 2.680], [-0.318, 1.778, 1.381], [2.282, -1.051, -0.293], [-0.603, 0.463, -2.442], [0.114, -0.942, -1.421], [-0.854, -0.590, 0.410], [-1.497, -0.170, 0.979], [1.782, 0.339, -1.714]]}

=====

# 3
{"formula": "C10H24Cl2NOP2Sn", "method": "ωB97M-V/def2-TZVPD", "spin_multiplicity": 1, "total_charge": 3, "homo_ev": -20.252, "species": ["C", "C", "H", "H", "H", "O", "Cl", "Sn", "P", "C", "C", "H", "H", "H", "H", "H", "H", "C", "H", "H", "H", "P", "C", "C", "H", "H", "H", "C", "H", "H", "H", "H", "H", "H", "Cl", "C", "C", "N", "H", "H", "H"], "coordinates": [[1.084246, 0.011319, -4.920242], [0.929386, 0.108443, -3.460148], [2.135711, 0.056766, -5.215885], [0.530432, 0.841658, -5.381391], [0.644964, -0.939591, -5.250455], [1.746397, 0.306371, -2.581562], [-0.903535, -0.074996, -3.057210], [-0.150946, -0.027825, -0.525503], [-0.193443, 2.561438, -0.069033], [1.011619, 3.387799, 1.020961], [-0.039090, 3.441428, -1.654642], [-0.211528, 4.511008, -1.462488], [-1.879881, 4.220192, 0.448303], [-0.782815, 3.064167, -2.369105], [-2.614821, 2.603334, 0.099035], [2.033763, 3.158912, 0.683940], [0.969255, 3.288321, -2.063168], [-1.794510, 3.132001, 0.603406], [0.847340, 4.478371, 0.984865], [-1.830395, 2.902558, 1.678771], [0.878379, 3.024795, 2.051901], [0.077327, -2.583676, 0.230929], [1.345687, -3.158098, 1.401410], [-1.446261, -3.218765, 1.007425], [-0.381533, -3.364305, -2.010747], [0.056536, -4.698508, -0.891676], [1.329735, -3.615989, -1.553893], [0.292442, -3.672285, -1.203432], [-2.323055, -2.858622, 0.456808], [-1.411883, -4.318190, 1.001195], [1.258393, -4.248402, 1.525388], [1.205397, -2.665460, 2.372791], [-1.506073, -2.853776, 2.041067], [2.344342, -2.913411, 1.016173], [-2.581882, -0.157448, -0.188402], [-0.116263, 0.049193, 4.688488], [-0.113533, 0.032749, 3.245081], [-0.074984, 0.024613, 2.079288], [-0.989496, 0.600940, 5.059592], [0.790405, 0.537131, 5.074825], [-0.165831, -0.974178, 5.087335]], "forces_ev_per_a": [[0.208, -0.126, -0.272], [2.324, 0.629, 0.529], [-0.117, 0.041, 0.213], [0.000, -0.227, 0.000], [-0.021, 0.246, -0.083], [-2.983, -0.717, -1.134], [0.767, 0.013, 0.672], [-2.347, -0.156, 1.892], [-0.083, 2.406, -0.159], [0.635, -1.073, 0.194], [0.188, -0.765, -0.300], [0.043, -0.321, -0.001], [0.301, -0.354, -0.091], [0.117, 0.233, 0.130], [0.107, 0.330, 0.192], [-0.238, 0.195, 0.198], [-0.233, 0.170, 0.055], [-0.316, -1.202, 0.147], [-0.181, -0.426, -0.176], [-0.062, 0.088, -0.342], [0.100, 0.199, -0.342], [0.095, -2.318, 0.185], [0.654, 1.208, 0.067], [-0.574, 1.275, 0.034], [0.067, -0.246, 0.069], [0.045, 0.273, 0.000], [-0.191, -0.098, -0.001], [0.193, 0.754, -0.533], [0.078, -0.263, 0.186], [0.273, 0.300, -0.152], [-0.233, 0.286, -0.258], [0.086, -0.195, -0.252], [-0.043, -0.102, -0.269], [-0.150, -0.164, 0.201], [1.414, 0.048, -0.246], [-0.096, 0.018, 0.677], [0.238, 0.026, -2.012], [-0.038, 0.033, 1.526], [0.127, -0.105, -0.144], [-0.184, -0.147, -0.221], [0.031, 0.234, -0.177]]}